Density functional theory data (wB97M-V/def2-TZVPD) for a structure of composition C13H17BrN4O3Rh in a non-equilibrium geometry.

Geometry as XYZ:
```
39
C13H17BrN4O3Rh | the Open Molecules 2025 dataset | wB97M-V/def2-TZVPD
Rh 0.0530 0.0281 -0.0304
O -0.7366 -0.2457 2.3509
C -2.1161 -0.5323 2.3801
C -2.7583 -0.3504 1.0274
C -4.1342 -0.5357 0.9192
C -4.7515 -0.3822 -0.3063
C -3.9708 -0.0362 -1.4025
C -2.6146 0.1344 -1.2202
N -2.0208 -0.0298 -0.0352
H -0.3031 -0.6637 3.1017
H -2.6148 0.1427 3.0936
H -2.2926 -1.5681 2.6992
H -4.7022 -0.7974 1.7971
H -5.8151 -0.5210 -0.4112
H -4.4039 0.1019 -2.3799
H -1.9690 0.4090 -2.0465
O 1.4010 -0.8657 -6.1777
C 1.1227 -0.4949 -4.9256
C 0.9871 0.8430 -4.5321
C 0.6824 1.1368 -3.2213
N 0.4986 0.1673 -2.3218
C 0.6401 -1.0827 -2.6910
Br 0.0350 -2.4463 -0.2309
C 0.9552 -1.4971 -3.9566
H 1.4898 -0.1066 -6.7702
H 1.1194 1.6384 -5.2509
H 0.5675 2.1531 -2.8735
H 1.0644 -2.5343 -4.2260
N 3.9646 1.3559 0.9798
C 3.3173 0.2334 0.6075
N 3.9742 -0.9317 0.7615
O 2.1782 0.2862 0.1336
H 4.9096 1.3538 1.3168
H 3.4920 2.2389 0.8864
H 4.9308 -0.9764 1.0637
H 3.5271 -1.7877 0.4766
C -0.3035 1.9605 0.2443
H 0.5749 2.5885 0.1469
H -1.0933 2.3414 0.8751
```

- energy above the lowest of the compared OMol25 structures with the same formula, charge and spin (kJ/mol) = 174.66
- net charge = +1
- ⟨S²⟩ = 6.017
- spin multiplicity = 5
- Kohn-Sham gap (alpha / beta) (eV) = 7.941 / 7.056
- maximum force (eV/A) = 1.1
- energy (Eh) = -3634.551174

Here is what Mulliken gives for the atomic charges, in e: atom 1 (Rh): 1.01, atom 2 (O): -0.42, atom 3 (C): -0.45, atom 4 (C): 0.56, atom 5 (C): -0.86, atom 6 (C): -0.30, atom 7 (C): -0.80, atom 8 (C): -0.40, atom 9 (N): 0.43, atom 10 (H): 0.31, atom 11 (H): 0.33, atom 12 (H): 0.37, atom 13 (H): 0.48, atom 14 (H): 0.44, atom 15 (H): 0.45, atom 16 (H): 0.36, atom 17 (O): -0.51, atom 18 (C): 1.07, atom 19 (C): -0.59, atom 20 (C): -0.85, atom 21 (N): 0.06, atom 22 (C): 0.27, atom 23 (Br): -0.44, atom 24 (C): -0.81, atom 25 (H): 0.31, atom 26 (H): 0.34, atom 27 (H): 0.48, atom 28 (H): 0.47, atom 29 (N): -0.39, atom 30 (C): 0.55, atom 31 (N): -0.39, atom 32 (O): -0.58, atom 33 (H): 0.18, atom 34 (H): 0.21, atom 35 (H): 0.18, atom 36 (H): 0.22, atom 37 (C): -1.02, atom 38 (H): 0.39, atom 39 (H): 0.32

=====

Density functional theory data (wB97M-V/def2-TZVPD) for a structure of composition C13H17CdClN2 in a non-equilibrium geometry.

Geometry as XYZ:
```
34
C13H17CdClN2 | the Open Molecules 2025 dataset | wB97M-V/def2-TZVPD
C -0.3630 1.1459 3.6672
C -0.3629 -1.0232 3.6813
H 0.8020 1.1741 3.5917
H -0.8504 0.9834 4.6286
H -0.7993 1.9524 3.0167
H 0.0421 -1.7864 2.9343
H 0.4746 -0.6125 4.2816
H -1.3341 -1.2632 4.1489
C 0.4951 2.7304 -0.4424
C 0.8356 3.5000 -1.5545
C 1.0388 2.8387 -2.7613
C 0.9111 1.4500 -2.7912
H 0.4189 3.2132 0.5474
H 0.9450 4.5806 -1.4633
H 1.3137 3.3896 -3.6649
H 1.1445 0.8928 -3.6881
N 0.2641 1.4135 -0.5137
C 0.4996 0.7244 -1.6447
C 0.3770 -0.7583 -1.6614
N 0.0814 -1.4213 -0.5197
C 0.0209 -2.7563 -0.4909
C 0.4497 -2.9010 -2.8373
C 0.1682 -3.5559 -1.6293
H -0.1649 -3.2369 0.4796
H 0.0696 -4.6339 -1.5612
C 0.5773 -1.5246 -2.8280
H 0.8507 -0.9987 -3.7462
H 0.5709 -3.4868 -3.7580
Cd -0.1954 0.0155 1.4433
C -2.3810 0.0037 0.9481
H -2.6859 -1.0401 0.7718
H -2.5316 0.5894 0.0294
H -2.9565 0.4352 1.7863
Cl 2.2742 -0.0336 1.6000
```

- energy above the lowest of the compared OMol25 structures with the same formula, charge and spin (kJ/mol) = 241.50
- net charge = 0
- Kohn-Sham gap (eV) = 6.726
- maximum force (eV/A) = 2.5
- energy (Eh) = -1242.878457

Here is what Mulliken gives for the atomic charges, in e: atom 1 (C): -1.14, atom 2 (C): -0.87, atom 3 (H): 0.45, atom 4 (H): 0.34, atom 5 (H): 0.30, atom 6 (H): 0.24, atom 7 (H): 0.41, atom 8 (H): 0.30, atom 9 (C): -0.22, atom 10 (C): -0.63, atom 11 (C): -0.48, atom 12 (C): -0.76, atom 13 (H): 0.29, atom 14 (H): 0.38, atom 15 (H): 0.41, atom 16 (H): 0.28, atom 17 (N): 0.37, atom 18 (C): 0.33, atom 19 (C): 0.64, atom 20 (N): 0.24, atom 21 (C): -0.21, atom 22 (C): -0.53, atom 23 (C): -0.65, atom 24 (H): 0.33, atom 25 (H): 0.39, atom 26 (C): -0.66, atom 27 (H): 0.23, atom 28 (H): 0.40, atom 29 (Cd): 0.87, atom 30 (C): -1.36, atom 31 (H): 0.33, atom 32 (H): 0.30, atom 33 (H): 0.30, atom 34 (Cl): -0.61

=====

Density functional theory data (wB97M-V/def2-TZVPD) for a cluster of 4 separate species, C13H17FO12 in total in a non-equilibrium geometry.

Geometry as XYZ:
```
43
C13H17FO12 | the Open Molecules 2025 dataset | wB97M-V/def2-TZVPD
C -2.0327 0.3591 2.6441
C -1.7889 0.9614 4.1341
O -2.3439 2.2696 3.8100
C -2.3404 2.5957 2.5324
O -2.5554 3.7255 2.1214
O -2.0020 1.4706 1.8199
H -2.9926 -0.1564 2.6110
H -1.0905 -0.1334 2.4039
H -0.7905 0.8552 4.5583
H -2.3909 0.3582 4.8137
C 1.2004 0.9914 -0.0687
C 0.5149 1.7719 1.0982
O 0.4817 0.6935 2.1151
C 1.1450 -0.4564 1.6968
O 1.4855 -1.4078 2.4067
O 1.5327 -0.2068 0.4684
H 2.0893 1.4866 -0.4596
H 0.5507 0.7239 -0.9019
H -0.5094 2.1343 1.0108
H 1.2065 2.5346 1.4560
C 0.8212 -2.6213 -0.6928
C -0.4709 -1.9518 -1.2899
C -1.8118 -2.2504 -0.8294
O -2.3970 -1.0358 -0.4360
C -1.5304 -0.0351 -0.7257
O -1.7511 1.1400 -0.4516
O -0.4223 -0.5433 -1.2061
H 0.7191 -3.7065 -0.6945
H 0.9860 -2.2418 0.3156
H 1.7371 -2.2604 -1.1607
H -0.4964 -2.1599 -2.3596
H -1.7089 -2.9558 -0.0049
H -2.3713 -2.7627 -1.6120
C 1.5813 1.1186 -2.6589
C 2.7452 0.1828 -2.3828
O 2.3646 -0.9522 -3.1554
C 1.3646 -0.6577 -3.9974
O 1.0476 -1.1964 -5.0869
O 0.7722 0.4555 -3.6102
F 2.5862 -0.0530 -1.0596
H 2.0525 2.0675 -2.9152
H 1.0600 1.2824 -1.7158
H 3.7533 0.5663 -2.5405
```

- energy above the lowest of the compared OMol25 structures with the same formula, charge and spin (kJ/mol) = 716.68
- net charge = 0
- Kohn-Sham gap (eV) = 10.862
- maximum force (eV/A) = 7.5
- energy (Eh) = -1508.080745
- structure (SMILES) = O=C1OC[C@@H](F)O1.C[C@H]1COC(=O)O1.O=C1OCCO1.O=C1OCCO1

Here is what Mulliken gives for the atomic charges, in e: atom 1 (C): -0.15, atom 2 (C): -0.35, atom 3 (O): -0.38, atom 4 (C): 0.66, atom 5 (O): -0.59, atom 6 (O): -0.16, atom 7 (H): 0.44, atom 8 (H): -0.04, atom 9 (H): 0.21, atom 10 (H): 0.35, atom 11 (C): -0.22, atom 12 (C): -0.43, atom 13 (O): -0.39, atom 14 (C): 0.59, atom 15 (O): -0.64, atom 16 (O): -0.28, atom 17 (H): 0.64, atom 18 (H): 0.48, atom 19 (H): 0.21, atom 20 (H): 0.32, atom 21 (C): -1.09, atom 22 (C): 0.18, atom 23 (C): -0.43, atom 24 (O): -0.39, atom 25 (C): 0.22, atom 26 (O): -0.55, atom 27 (O): 0.13, atom 28 (H): 0.49, atom 29 (H): 0.26, atom 30 (H): 0.20, atom 31 (H): 0.22, atom 32 (H): 0.31, atom 33 (H): 0.31, atom 34 (C): -0.46, atom 35 (C): 0.22, atom 36 (O): -0.37, atom 37 (C): 0.61, atom 38 (O): -0.61, atom 39 (O): -0.31, atom 40 (F): -0.20, atom 41 (H): 0.37, atom 42 (H): 0.19, atom 43 (H): 0.41

=====

Density functional theory data (wB97M-V/def2-TZVPD) for a structure of composition C13H17HgI2N4O5S.

Geometry as XYZ:
```
43
C13H17HgI2N4O5S | the Open Molecules 2025 dataset | wB97M-V/def2-TZVPD
Hg -1.0464 -0.0652 0.2609
C -2.1466 4.3174 2.7155
O -2.3946 4.2660 1.3031
C -2.1874 3.0674 0.7490
O -1.8162 2.0886 1.3674
N -2.4800 3.0875 -0.5743
N -2.1394 1.9724 -1.3394
H -2.5028 5.2916 3.0349
H -1.0801 4.2149 2.9117
H -2.6823 3.5207 3.2266
H -2.5979 3.9899 -1.0112
H -1.2858 2.1817 -1.8734
H -2.9146 1.7207 -1.9389
I 1.8022 1.6473 2.8347
C 1.8070 -0.2774 3.4834
I -1.7139 -1.4768 2.4639
H 1.3666 -0.4733 4.4456
H 1.9453 -1.0348 2.7301
S -1.3278 -1.7090 -1.9559
C -0.3574 -3.0093 -1.4450
N -0.3650 -3.4194 -0.1546
C 0.4154 -4.3924 0.3533
C 1.2474 -5.1001 -0.4579
C 1.2667 -4.7594 -1.8230
C 0.4896 -3.7446 -2.3069
H -0.9379 -2.8883 0.5044
H 0.3232 -4.5459 1.4185
H 1.8683 -5.8836 -0.0549
H 1.9150 -5.3008 -2.4998
H 0.5094 -3.4601 -3.3481
O 0.5870 2.5961 -1.9003
C 1.2792 1.6848 -1.4713
C 2.7478 1.5141 -1.8329
C 3.1761 0.2782 -1.0585
C 1.8993 -0.1732 -0.3755
O 1.7899 -1.1803 0.3027
N 0.8733 0.6969 -0.6245
H 3.2828 2.4220 -1.5559
H 2.8235 1.4098 -2.9151
H 3.9252 0.4784 -0.2922
H 3.5506 -0.5367 -1.6776
O -4.8873 0.7962 0.3890
C -4.0275 0.1879 -0.0079
```

- energy above the lowest of the compared OMol25 structures with the same formula, charge and spin (kJ/mol) = 0.00
- net charge = 0
- ⟨S²⟩ = 0.756
- spin multiplicity = 2
- Kohn-Sham gap (alpha / beta) (eV) = 7.573 / 8.173
- maximum force (eV/A) = 0.5
- energy (Eh) = -2247.829576

Here is what Mulliken gives for the atomic charges, in e: atom 1 (Hg): 1.65, atom 2 (C): -0.62, atom 3 (O): -0.44, atom 4 (C): 0.78, atom 5 (O): -0.62, atom 6 (N): -0.18, atom 7 (N): -0.41, atom 8 (H): 0.25, atom 9 (H): 0.25, atom 10 (H): 0.28, atom 11 (H): 0.26, atom 12 (H): 0.27, atom 13 (H): 0.27, atom 14 (I): 0.06, atom 15 (C): -0.79, atom 16 (I): -0.54, atom 17 (H): 0.37, atom 18 (H): 0.36, atom 19 (S): -0.40, atom 20 (C): 0.42, atom 21 (N): 0.28, atom 22 (C): -0.15, atom 23 (C): -0.67, atom 24 (C): -0.14, atom 25 (C): -0.67, atom 26 (H): -0.32, atom 27 (H): 0.41, atom 28 (H): 0.41, atom 29 (H): 0.39, atom 30 (H): 0.39, atom 31 (O): -0.79, atom 32 (C): 0.10, atom 33 (C): -0.57, atom 34 (C): -0.35, atom 35 (C): 0.07, atom 36 (O): -0.57, atom 37 (N): 0.02, atom 38 (H): 0.28, atom 39 (H): 0.25, atom 40 (H): 0.22, atom 41 (H): 0.24, atom 42 (O): -0.20, atom 43 (C): 0.15

=====

Question: Look up the energy of the third one.
Answer: -1508.080745 Eh

=====

Repeat the second record exactly.
Density functional theory data (wB97M-V/def2-TZVPD) for a structure of composition C13H17CdClN2 in a non-equilibrium geometry.

Geometry as XYZ:
```
34
C13H17CdClN2 | the Open Molecules 2025 dataset | wB97M-V/def2-TZVPD
C -0.3630 1.1459 3.6672
C -0.3629 -1.0232 3.6813
H 0.8020 1.1741 3.5917
H -0.8504 0.9834 4.6286
H -0.7993 1.9524 3.0167
H 0.0421 -1.7864 2.9343
H 0.4746 -0.6125 4.2816
H -1.3341 -1.2632 4.1489
C 0.4951 2.7304 -0.4424
C 0.8356 3.5000 -1.5545
C 1.0388 2.8387 -2.7613
C 0.9111 1.4500 -2.7912
H 0.4189 3.2132 0.5474
H 0.9450 4.5806 -1.4633
H 1.3137 3.3896 -3.6649
H 1.1445 0.8928 -3.6881
N 0.2641 1.4135 -0.5137
C 0.4996 0.7244 -1.6447
C 0.3770 -0.7583 -1.6614
N 0.0814 -1.4213 -0.5197
C 0.0209 -2.7563 -0.4909
C 0.4497 -2.9010 -2.8373
C 0.1682 -3.5559 -1.6293
H -0.1649 -3.2369 0.4796
H 0.0696 -4.6339 -1.5612
C 0.5773 -1.5246 -2.8280
H 0.8507 -0.9987 -3.7462
H 0.5709 -3.4868 -3.7580
Cd -0.1954 0.0155 1.4433
C -2.3810 0.0037 0.9481
H -2.6859 -1.0401 0.7718
H -2.5316 0.5894 0.0294
H -2.9565 0.4352 1.7863
Cl 2.2742 -0.0336 1.6000
```

- energy above the lowest of the compared OMol25 structures with the same formula, charge and spin (kJ/mol) = 241.50
- net charge = 0
- Kohn-Sham gap (eV) = 6.726
- maximum force (eV/A) = 2.5
- energy (Eh) = -1242.878457

Here is what Mulliken gives for the atomic charges, in e: atom 1 (C): -1.14, atom 2 (C): -0.87, atom 3 (H): 0.45, atom 4 (H): 0.34, atom 5 (H): 0.30, atom 6 (H): 0.24, atom 7 (H): 0.41, atom 8 (H): 0.30, atom 9 (C): -0.22, atom 10 (C): -0.63, atom 11 (C): -0.48, atom 12 (C): -0.76, atom 13 (H): 0.29, atom 14 (H): 0.38, atom 15 (H): 0.41, atom 16 (H): 0.28, atom 17 (N): 0.37, atom 18 (C): 0.33, atom 19 (C): 0.64, atom 20 (N): 0.24, atom 21 (C): -0.21, atom 22 (C): -0.53, atom 23 (C): -0.65, atom 24 (H): 0.33, atom 25 (H): 0.39, atom 26 (C): -0.66, atom 27 (H): 0.23, atom 28 (H): 0.40, atom 29 (Cd): 0.87, atom 30 (C): -1.36, atom 31 (H): 0.33, atom 32 (H): 0.30, atom 33 (H): 0.30, atom 34 (Cl): -0.61

=====

Question: Which formula does entry 3 have?
Answer: C13H17FO12

=====

Copy entry 3 word for word.
Density functional theory data (wB97M-V/def2-TZVPD) for a cluster of 4 separate species, C13H17FO12 in total in a non-equilibrium geometry.

Geometry as XYZ:
```
43
C13H17FO12 | the Open Molecules 2025 dataset | wB97M-V/def2-TZVPD
C -2.0327 0.3591 2.6441
C -1.7889 0.9614 4.1341
O -2.3439 2.2696 3.8100
C -2.3404 2.5957 2.5324
O -2.5554 3.7255 2.1214
O -2.0020 1.4706 1.8199
H -2.9926 -0.1564 2.6110
H -1.0905 -0.1334 2.4039
H -0.7905 0.8552 4.5583
H -2.3909 0.3582 4.8137
C 1.2004 0.9914 -0.0687
C 0.5149 1.7719 1.0982
O 0.4817 0.6935 2.1151
C 1.1450 -0.4564 1.6968
O 1.4855 -1.4078 2.4067
O 1.5327 -0.2068 0.4684
H 2.0893 1.4866 -0.4596
H 0.5507 0.7239 -0.9019
H -0.5094 2.1343 1.0108
H 1.2065 2.5346 1.4560
C 0.8212 -2.6213 -0.6928
C -0.4709 -1.9518 -1.2899
C -1.8118 -2.2504 -0.8294
O -2.3970 -1.0358 -0.4360
C -1.5304 -0.0351 -0.7257
O -1.7511 1.1400 -0.4516
O -0.4223 -0.5433 -1.2061
H 0.7191 -3.7065 -0.6945
H 0.9860 -2.2418 0.3156
H 1.7371 -2.2604 -1.1607
H -0.4964 -2.1599 -2.3596
H -1.7089 -2.9558 -0.0049
H -2.3713 -2.7627 -1.6120
C 1.5813 1.1186 -2.6589
C 2.7452 0.1828 -2.3828
O 2.3646 -0.9522 -3.1554
C 1.3646 -0.6577 -3.9974
O 1.0476 -1.1964 -5.0869
O 0.7722 0.4555 -3.6102
F 2.5862 -0.0530 -1.0596
H 2.0525 2.0675 -2.9152
H 1.0600 1.2824 -1.7158
H 3.7533 0.5663 -2.5405
```

- energy above the lowest of the compared OMol25 structures with the same formula, charge and spin (kJ/mol) = 716.68
- net charge = 0
- Kohn-Sham gap (eV) = 10.862
- maximum force (eV/A) = 7.5
- energy (Eh) = -1508.080745
- structure (SMILES) = O=C1OC[C@@H](F)O1.C[C@H]1COC(=O)O1.O=C1OCCO1.O=C1OCCO1

Here is what Mulliken gives for the atomic charges, in e: atom 1 (C): -0.15, atom 2 (C): -0.35, atom 3 (O): -0.38, atom 4 (C): 0.66, atom 5 (O): -0.59, atom 6 (O): -0.16, atom 7 (H): 0.44, atom 8 (H): -0.04, atom 9 (H): 0.21, atom 10 (H): 0.35, atom 11 (C): -0.22, atom 12 (C): -0.43, atom 13 (O): -0.39, atom 14 (C): 0.59, atom 15 (O): -0.64, atom 16 (O): -0.28, atom 17 (H): 0.64, atom 18 (H): 0.48, atom 19 (H): 0.21, atom 20 (H): 0.32, atom 21 (C): -1.09, atom 22 (C): 0.18, atom 23 (C): -0.43, atom 24 (O): -0.39, atom 25 (C): 0.22, atom 26 (O): -0.55, atom 27 (O): 0.13, atom 28 (H): 0.49, atom 29 (H): 0.26, atom 30 (H): 0.20, atom 31 (H): 0.22, atom 32 (H): 0.31, atom 33 (H): 0.31, atom 34 (C): -0.46, atom 35 (C): 0.22, atom 36 (O): -0.37, atom 37 (C): 0.61, atom 38 (O): -0.61, atom 39 (O): -0.31, atom 40 (F): -0.20, atom 41 (H): 0.37, atom 42 (H): 0.19, atom 43 (H): 0.41